# 1
Here is a cluster of 8 separate species, C15H44N15O13P in total at a distorted geometry from the OMol25 dataset. Energies are from ωB97M-V/def2-TZVPD.

Calculated values
**Largest force on an atom**: 0.0884 hartree/bohr
**Charge**: 0
**Molar mass**: 673.58 g mol⁻¹
**Orbital gap**: 9.4993 eV
**Spin multiplicity**: 1
**E**: -74534.1221 eV

Positions of all 88 atoms, in Å:
H (-3.4183, 0.7993, -0.0978)
N (-3.1495, -0.0202, 0.4716)
C (-3.0345, 0.4043, 1.7017)
C (-3.2711, 1.8768, 2.2460)
O (-3.4520, 2.9035, 1.2412)
P (-1.9977, 3.4103, 0.5511)
O (-0.9238, 2.3300, 0.4105)
O (-2.3635, 3.9542, -1.0342)
O (-1.3883, 4.6752, 1.4930)
C (-0.3253, 5.3758, 0.7660)
C (0.8044, 5.7447, 1.8480)
C (2.3013, 5.4424, 1.3569)
C (2.7223, 3.9052, 1.6160)
O (2.4128, 3.0807, 0.4601)
C (2.5881, 1.7042, 0.7374)
C (1.6814, 0.9755, 1.8560)
O (3.4115, 0.9717, 0.1259)
H (-2.7726, -0.3937, 2.4912)
H (-2.4514, 2.1683, 2.9832)
H (-4.2502, 1.8464, 2.8575)
H (-1.5396, 3.9334, -1.5768)
H (0.0671, 4.7978, -0.1447)
H (-0.7614, 6.3822, 0.4077)
H (0.7235, 6.8558, 2.1254)
H (0.6196, 5.0969, 2.7825)
H (2.5178, 5.7769, 0.2878)
H (3.0035, 6.0597, 2.0355)
H (2.2629, 3.5332, 2.5961)
H (3.8695, 3.9246, 1.7556)
H (2.3090, 0.6581, 2.7660)
H (1.1038, 0.0926, 1.4011)
H (0.9167, 1.7553, 2.2121)
N (6.6080, 0.9151, -2.1182)
C (5.9784, 0.1521, -3.0457)
N (4.7545, -0.2883, -2.6766)
O (6.4787, -0.1160, -4.1307)
H (6.2138, 1.1458, -1.2235)
H (7.5223, 1.2630, -2.3542)
H (4.2532, -0.8586, -3.3375)
H (4.3285, -0.0780, -1.7904)
N (-4.0433, -3.1908, 1.0260)
C (-4.6202, -3.2648, 2.2513)
N (-4.8176, -4.5246, 2.7106)
O (-4.9376, -2.2701, 2.8930)
H (-3.7757, -3.9925, 0.4852)
H (-3.8797, -2.2679, 0.6490)
H (-5.2433, -4.6217, 3.6167)
H (-4.5652, -5.3520, 2.2017)
N (-7.3664, -7.1321, 4.7191)
C (-6.1073, -7.5881, 4.4987)
N (-5.6298, -8.4216, 5.4535)
O (-5.4550, -7.2704, 3.5137)
H (-7.9185, -7.3797, 5.5195)
H (-7.7561, -6.5094, 4.0304)
H (-4.6969, -8.7812, 5.3257)
H (-6.1483, -8.6941, 6.2681)
N (2.3410, 5.1012, -3.4255)
C (0.9920, 4.9782, -3.4207)
N (0.4241, 4.8956, -4.6484)
O (0.3368, 4.9442, -2.3863)
H (2.8967, 5.1307, -4.2607)
H (2.7994, 5.1646, -2.5312)
H (-0.5809, 4.8023, -4.6857)
H (0.9429, 4.9213, -5.5074)
N (-1.9830, -10.7779, 5.0423)
C (-2.5587, -10.8529, 6.2681)
N (-2.7545, -12.1141, 6.7278)
O (-2.8764, -9.8611, 6.9087)
H (-1.7149, -11.5789, 4.5004)
H (-1.8212, -9.8576, 4.6668)
H (-3.1797, -12.2107, 7.6350)
H (-2.5010, -12.9406, 6.2182)
N (-1.6674, 7.5910, -5.1766)
C (-2.6534, 6.9921, -5.8880)
N (-3.5842, 7.8379, -6.3960)
O (-2.6985, 5.7821, -6.0579)
H (-1.6084, 8.5809, -5.0233)
H (-0.9586, 6.9917, -4.7840)
H (-4.3325, 7.4286, -6.9307)
H (-3.5647, 8.8329, -6.2678)
N (9.9034, -3.3979, -5.9872)
C (8.7081, -2.8826, -5.5938)
N (8.6555, -1.5286, -5.5669)
O (7.7576, -3.5870, -5.2890)
H (10.6965, -2.8388, -6.2418)
H (9.9819, -4.4007, -6.0199)
H (7.7833, -1.1047, -5.2794)
H (9.4261, -0.9358, -5.8140)


# 2
Here is a cluster of 13 separate species, C15H45BN15O29S2 in total at a distorted geometry from the OMol25 dataset. Energies are from ωB97M-V/def2-TZVPD.

Calculated values
**Largest force on an atom**: 0.1335 hartree/bohr
**Charge**: -1
**Molar mass**: 974.55 g mol⁻¹
**Orbital gap**: 6.9030 eV
**Spin multiplicity**: 1
**E**: -120325.1589 eV

Positions of all 107 atoms, in Å:
C (3.2992, -0.8058, 2.8370)
C (3.0588, 0.8001, 2.4833)
N (3.9925, 1.6751, 2.9847)
C (1.7625, 1.3217, 1.5687)
S (0.2783, 1.7592, 2.6620)
O (-0.7487, 2.7102, 1.9378)
O (0.8769, 2.6440, 3.8244)
N (-0.4651, 0.3845, 3.4390)
S (-1.2735, -0.6707, 2.3091)
O (-2.6048, -1.1298, 3.0210)
O (-1.7085, -0.0091, 0.9804)
B (-0.3442, -2.2428, 1.8738)
N (0.3438, -2.3951, 0.5048)
O (-0.2935, -3.3735, 2.8216)
H (3.6608, -1.3435, 1.8500)
H (4.1031, -0.9086, 3.6992)
H (2.2368, -1.2197, 3.1528)
H (4.7366, 1.1746, 3.5350)
H (2.1352, 2.3401, 1.0727)
H (1.4914, 0.5706, 0.7016)
H (1.2223, -2.9689, 0.6095)
H (0.5358, -1.4657, 0.0672)
H (0.0263, -3.0224, 3.7057)
C (-2.2497, -6.0739, 3.2844)
N (-1.4666, -7.3138, 3.5361)
O (-1.7826, -8.3226, 2.8948)
O (-0.5569, -7.2391, 4.3703)
H (-3.0125, -6.2844, 2.5320)
H (-2.7108, -5.7781, 4.2289)
H (-1.5543, -5.3120, 2.9260)
C (2.4655, 4.1598, -1.8550)
N (3.1988, 2.8951, -1.5779)
O (3.5629, 2.2269, -2.5525)
O (3.3881, 2.6091, -0.3899)
H (2.3715, 4.2842, -2.9358)
H (1.4814, 4.0789, -1.3890)
H (3.0443, 4.9781, -1.4215)
C (6.0889, 1.5518, -5.1438)
N (5.4052, 2.0514, -6.3673)
O (5.8276, 1.6470, -7.4567)
O (4.4637, 2.8352, -6.1993)
H (6.8927, 0.8746, -5.4399)
H (6.4899, 2.4180, -4.6137)
H (5.3446, 1.0269, -4.5414)
C (3.5238, 7.3752, -5.0316)
N (2.5291, 6.7247, -4.1365)
O (1.7597, 5.9030, -4.6480)
O (2.5490, 7.0573, -2.9457)
H (3.3924, 6.9900, -6.0449)
H (3.3403, 8.4511, -5.0012)
H (4.5181, 7.1309, -4.6520)
C (0.8229, -0.1198, -3.4720)
N (1.1976, -0.2671, -2.0396)
O (1.3146, 0.7696, -1.3758)
O (1.3635, -1.4191, -1.6222)
H (0.7100, 0.9420, -3.7003)
H (1.6244, -0.5596, -4.0690)
H (-0.1204, -0.6490, -3.6220)
C (0.8163, -7.2682, 1.2770)
N (1.8867, -7.5387, 0.2795)
O (1.5828, -8.2214, -0.7056)
O (3.0016, -7.0580, 0.5138)
H (-0.1062, -7.7489, 0.9445)
H (1.1442, -7.6822, 2.2326)
H (0.6872, -6.1855, 1.3364)
C (-1.8688, 5.9853, -5.2683)
N (-2.1995, 6.4870, -6.6295)
O (-3.3704, 6.3668, -7.0080)
O (-1.2741, 6.9875, -7.2793)
H (-2.7727, 5.5737, -4.8143)
H (-1.1061, 5.2118, -5.3786)
H (-1.4959, 6.8310, -4.6869)
C (-5.1357, -1.3546, 1.0750)
N (-5.6721, -1.8193, -0.2327)
O (-6.4775, -1.0792, -0.8093)
O (-5.2694, -2.9139, -0.6434)
H (-5.5736, -0.3825, 1.3111)
H (-5.4135, -2.0957, 1.8272)
H (-4.0510, -1.2754, 0.9769)
C (2.3005, 3.5133, 7.2879)
N (3.0337, 2.2487, 7.5650)
O (3.3979, 1.5804, 6.5905)
O (3.2231, 1.9626, 8.7530)
H (2.2065, 3.6377, 6.2071)
H (1.3164, 3.4324, 7.7539)
H (2.8793, 4.3316, 7.7214)
C (1.8661, -2.8895, 7.3222)
N (1.5355, -2.3878, 5.9610)
O (0.3645, -2.5080, 5.5825)
O (2.4608, -1.8874, 5.3111)
H (0.9623, -3.3011, 7.7762)
H (2.6289, -3.6630, 7.2119)
H (2.2391, -2.0438, 7.9036)
C (-3.6796, 0.5713, -4.1238)
N (-2.3076, 0.0433, -4.3528)
O (-1.3944, 0.8695, -4.4634)
O (-2.1861, -1.1857, -4.4149)
H (-3.6377, 1.6620, -4.0915)
H (-4.3051, 0.2337, -4.9527)
H (-4.0323, 0.1706, -3.1712)
C (-9.1097, -2.9306, -1.4555)
N (-10.4034, -2.3326, -1.0284)
O (-11.1705, -1.9482, -1.9188)
O (-10.6122, -2.2659, 0.1885)
H (-9.0609, -2.9252, -2.5464)
H (-8.3091, -2.3218, -1.0306)
H (-9.0770, -3.9529, -1.0730)


# 3
Here is a cluster of 3 separate species, C15H45BN6O4P3S in total at a distorted geometry from the OMol25 dataset. Energies are from ωB97M-V/def2-TZVPD.

Calculated values
**Largest force on an atom**: 0.1565 hartree/bohr
**Charge**: -1
**Molar mass**: 509.36 g mol⁻¹
**Orbital gap**: 2.5003 eV
**Spin multiplicity**: 1
**E**: -72791.2476 eV

Positions of all 75 atoms, in Å:
C (-1.1542, 1.3656, 10.0971)
C (-1.0764, 2.3973, 8.9124)
C (0.2088, 2.0798, 7.9643)
B (0.4093, 0.5105, 7.7165)
O (-0.2385, -0.0495, 6.5609)
O (1.1406, -0.3783, 8.5787)
P (-2.5364, 2.1734, 7.7558)
S (-4.2670, 2.5719, 8.5775)
H (-1.7925, 1.7330, 10.9502)
H (-0.1247, 1.1892, 10.5211)
H (-1.5989, 0.3580, 9.8159)
H (1.0818, 2.5921, 8.4454)
H (-0.0180, 2.5952, 6.9853)
H (0.4008, -0.4773, 5.9755)
H (2.0871, -0.2991, 8.4162)
H (-2.5632, 0.7793, 7.3656)
H (-2.2479, 2.9727, 6.5962)
O (1.3021, -0.5870, 3.3002)
P (1.0972, -0.2396, 1.8187)
N (2.5998, 0.5815, 1.6499)
C (2.8471, 1.9285, 1.1799)
C (3.8020, -0.2376, 1.7524)
N (-0.1992, 0.8737, 2.0887)
C (-0.2473, 2.2388, 1.5940)
C (-0.8230, 0.8488, 3.4138)
N (0.7663, -0.0865, 0.0808)
C (-0.4104, -0.9429, -0.2506)
C (1.7930, -0.4838, -0.8942)
H (2.2664, 2.1866, 0.2878)
H (3.8906, 2.0791, 0.8901)
H (2.6335, 2.6644, 1.9594)
H (3.9164, -0.8894, 0.8745)
H (3.7593, -0.8806, 2.6355)
H (4.7103, 0.3591, 1.8441)
H (0.3917, 2.9072, 2.1797)
H (-1.2673, 2.6312, 1.6595)
H (0.0167, 2.3153, 0.5400)
H (-0.1895, 1.3303, 4.1632)
H (-1.0277, -0.1711, 3.7317)
H (-1.7884, 1.3633, 3.4105)
H (-0.1827, -1.9990, -0.0729)
H (-0.7049, -0.8248, -1.2953)
H (-1.2783, -0.6844, 0.3562)
H (2.1110, -1.5218, -0.7573)
H (2.6761, 0.1530, -0.8648)
H (1.4015, -0.3737, -1.9095)
O (-0.5272, -2.0874, -3.8964)
P (-0.7852, -1.9300, -5.4002)
N (0.6978, -1.1224, -5.7231)
C (0.9104, 0.1585, -6.3663)
C (1.9151, -1.9115, -5.5618)
N (-2.0803, -0.7928, -5.2268)
C (-2.1543, 0.4994, -5.8886)
C (-2.6587, -0.6489, -3.8906)
N (-1.1792, -1.9986, -7.1299)
C (-2.3594, -2.8966, -7.3059)
C (-0.1825, -2.5085, -8.0831)
H (0.2964, 0.2975, -7.2624)
H (1.9408, 0.2816, -6.7092)
H (0.7132, 0.9842, -5.6777)
H (2.0086, -2.6665, -6.3547)
H (1.9116, -2.4395, -4.6046)
H (2.8174, -1.2996, -5.5776)
H (-1.4998, 1.2379, -5.4152)
H (-3.1739, 0.8949, -5.8381)
H (-1.9272, 0.4422, -6.9516)
H (-2.0040, -0.0727, -3.2303)
H (-2.8469, -1.6204, -3.4374)
H (-3.6264, -0.1401, -3.9322)
H (-2.1166, -3.9211, -7.0054)
H (-2.6938, -2.9115, -8.3453)
H (-3.2050, -2.5653, -6.7034)
H (0.1519, -3.5186, -7.8282)
H (0.6935, -1.8673, -8.1657)
H (-0.6096, -2.5291, -9.0890)